Computed, not measured: a molecular structure, C27H57ClN5O11V, with wB97M-V/def2-TZVPD.

Computed properties:
* net charge: -2
* total energy: -97099.888 eV
* energy above the lowest of the compared OMol25 structures with the same formula, charge and spin: 0.00 kcal/mol
* LUMO energy: 3.58 eV
* orbital gap: 0.2070 Ha
* spin multiplicity: 1

Element x y z (Å)
C  -4.798  25.116  5.797
O  -8.902  18.463  7.184
H  -2.401  23.722  8.537
C  -6.178  24.464  7.902
C  -9.248  14.947  5.793
N  -11.193  17.451  10.342
C  -12.141  14.252  6.072
C  -5.624  24.531  4.636
H  -13.108  14.186  6.569
H  -5.278  26.317  7.540
H  -5.579  18.884  -0.292
H  -4.719  17.353  2.081
C  -11.033  13.280  8.043
C  -7.464  20.656  -0.448
H  -8.631  14.863  3.632
H  -7.624  20.786  3.793
H  -8.882  21.555  1.974
H  -4.971  24.129  3.852
H  -4.467  18.916  4.003
H  -3.695  26.908  6.185
C  -11.678  15.707  6.212
O  -10.639  18.043  9.392
H  -6.166  25.348  4.160
H  -6.659  24.987  8.729
H  -4.382  24.351  9.018
H  -2.926  22.044  8.770
H  -7.284  18.711  4.467
H  -10.529  16.003  4.366
H  -12.431  16.368  5.786
H  -5.510  20.258  4.127
H  -6.670  25.955  6.488
C  -7.158  20.620  1.033
O  -2.871  23.804  5.334
H  -7.364  14.328  4.804
N  -9.816  13.592  5.884
C  -2.705  22.805  8.026
O  -10.723  20.236  5.896
H  -5.666  22.257  0.691
H  -3.323  23.058  4.903
C  -4.624  21.933  6.634
H  -11.266  11.062  6.732
H  -3.856  21.322  6.151
H  -7.868  21.622  -0.783
H  -4.498  20.075  2.643
C  -4.988  23.683  8.382
H  -6.968  23.841  7.472
H  -11.279  11.572  5.028
H  -1.953  22.521  7.296
C  -4.076  26.392  5.309
C  -5.748  25.555  6.912
H  -12.650  11.830  6.120
O  -12.806  19.690  5.638
H  -10.241  12.602  8.394
H  -9.143  15.634  7.907
H  -4.757  26.992  4.701
H  -7.812  14.566  7.316
H  -10.100  16.929  5.793
C  -10.374  15.930  5.447
V  -8.871  20.002  6.895
C  -6.366  21.872  1.435
H  -5.144  21.263  7.317
H  -6.605  20.516  -1.106
H  -7.093  22.701  1.451
H  -10.721  14.259  8.403
H  -5.953  21.834  2.437
H  -7.862  16.239  6.863
H  -12.277  14.175  4.981
C  -8.232  14.966  4.649
H  -5.388  22.325  5.967
C  -11.079  13.244  6.504
H  -3.244  26.149  4.645
N  -3.772  24.237  6.341
O  -11.540  16.251  10.205
O  -7.325  20.303  6.555
H  -11.933  12.926  8.545
H  -6.283  23.717  4.934
C  -8.467  20.558  1.803
H  -5.757  16.799  3.358
C  -11.558  11.864  6.041
H  -8.113  17.902  3.140
C  -8.275  20.089  3.249
O  -8.812  12.648  6.286
H  -9.248  19.938  1.360
Cl  -9.032  21.249  9.012
H  -6.374  16.872  1.644
C  -6.202  18.787  2.627
H  -8.274  19.981  -0.740
C  -7.518  18.781  3.399
H  -8.713  12.095  5.505
C  -8.500  15.381  7.066
C  -4.010  23.189  7.312
C  -5.762  17.340  2.412
N  -11.930  20.126  6.394
N  -6.449  19.354  1.304
H  -5.244  22.860  9.049
H  -9.255  20.126  3.728
O  -12.159  20.520  7.523
C  -5.102  19.562  3.389
O  -11.436  18.058  11.418
H  -11.519  15.979  7.259
O  -5.253  19.289  0.516
H  -7.910  16.015  4.597